Record 1
Entry from the OMol25 dataset: 2 unconnected molecules or ions with the total composition C4H11NO3S (ωB97M-V with the def2-TZVPD basis set).

XYZ file:
```
20
C4H11NO3S | the OMol25 dataset | ωB97M-V with the def2-TZVPD basis set
C 1.3283 0.7128 -1.9676
C 2.5059 0.8703 0.2232
C -3.3747 -0.8830 1.1690
C 1.1969 1.1259 -0.4866
N -2.4260 -1.5383 2.1176
O -1.2813 0.4016 -0.2103
O 0.4220 -1.3432 -0.1937
O -1.2510 -1.4933 1.7743
S -0.0402 0.0701 0.4876
H 2.0042 1.3698 -2.5329
H 1.6730 -0.2295 -2.1683
H 0.4119 0.8344 -2.3781
H 3.0375 1.8194 0.4232
H 3.1779 0.1986 -0.3527
H 2.1705 0.4907 1.1924
H -3.6896 -1.7299 0.5050
H -4.2164 -0.5820 1.8719
H -2.7329 -0.1830 0.4795
H 0.6866 2.0873 -0.4213
H 0.3974 -1.9988 0.4677
```

Values from the calculation:
Frontier orbital gap (eV): 8.91
Charge: 0
Multiplicity: 1

=====

Record 2
Entry from the OMol25 dataset: 3 unconnected molecules or ions with the total composition C5H14O2 (ωB97M-V with the def2-TZVPD basis set).

XYZ file:
```
21
C5H14O2 | the OMol25 dataset | ωB97M-V with the def2-TZVPD basis set
C 1.8781 -1.8058 -0.3374
C 0.7602 -1.1444 -0.0676
C -0.5735 -1.8202 -0.2842
C 0.7080 0.2012 0.5915
C 1.9738 1.0309 0.4185
H 1.8377 -2.8817 -0.4826
H 2.8312 -1.3403 -0.5469
H -0.4562 -2.6871 -0.9268
H -1.2073 -1.0772 -0.7732
H -1.0726 -1.9686 0.6772
H -0.2070 0.7106 0.3016
H 0.5586 0.0349 1.6623
H 2.3092 1.0109 -0.6164
H 2.8363 0.5465 0.8834
H 1.8425 2.0089 0.8657
O -2.1007 1.5947 1.5328
H -2.1780 1.7491 0.5830
H -2.9935 1.4829 1.8744
O -2.3984 1.6023 -1.4560
H -1.5080 1.7333 -1.8191
H -2.8405 1.0193 -2.0801
```

Values from the calculation:
SMILES: C=C(C)CC.O.O
Frontier orbital gap (eV): 9.35
Charge: 0
Multiplicity: 1

=====

Record 3
Entry from the OMol25 dataset: a molecular structure, C32H47Cl3CrN3O3SSi (ωB97M-V with the def2-TZVPD basis set).

XYZ file:
```
91
C32H47Cl3CrN3O3SSi | the OMol25 dataset | ωB97M-V with the def2-TZVPD basis set
C 1.6965 -0.0417 -3.9271
C 0.2036 -0.0090 -3.9538
H 2.0931 -0.7475 -4.6621
H 2.0623 -0.3205 -2.9293
H 2.1081 0.9507 -4.1585
C -0.5607 -0.5687 -4.9052
C -0.0586 -1.3114 -6.1038
H -1.6469 -0.4751 -4.8560
H 1.0303 -1.4438 -6.1092
H -0.3444 -0.7910 -7.0309
H -0.5237 -2.3075 -6.1502
Cr 0.2647 0.0916 0.1094
Cl 0.7948 2.3034 -0.1174
Cl 2.4171 -0.6450 -0.3580
H 0.7167 0.8339 5.5956
H 2.8162 2.3083 5.0256
C 1.1231 0.1096 4.8814
C 3.0862 1.5128 4.3191
N 1.8979 0.8029 3.8618
H 0.3010 -0.4488 4.4187
C 1.5870 0.7251 2.5757
O 0.5596 0.1207 2.1495
H 3.5840 1.9495 3.4498
H 2.2534 1.2252 1.8598
H 1.7780 -0.5737 5.4326
H 3.7676 0.8227 4.8325
H 0.9375 -2.6812 -2.7311
H -1.6052 -2.9590 -3.2524
C 0.7795 -3.2444 -1.8002
C -1.5991 -3.5919 -2.3493
N -0.6142 -3.1253 -1.3888
H 1.4412 -2.8447 -1.0266
C -0.9968 -2.5305 -0.2517
O -0.2257 -1.9224 0.5325
H -2.5869 -3.5645 -1.8786
H -2.0865 -2.5924 -0.0529
H 0.9942 -4.3030 -1.9978
H -1.3569 -4.6197 -2.6502
O -0.3734 -0.2009 -1.6888
C -0.4485 0.6637 -2.7421
C -2.9461 0.1932 -2.6514
C -1.9164 1.0815 -2.9530
H -2.6905 -0.7812 -2.2286
C -4.2723 0.5559 -2.8816
H 0.1417 1.5758 -2.5326
C -2.2107 2.3530 -3.4373
H -5.0586 -0.1615 -2.6552
C -4.5713 1.8236 -3.3906
C -3.5356 2.7188 -3.6785
H -1.3773 3.0336 -3.6259
H -5.6128 2.1082 -3.5543
H -3.7598 3.6997 -4.0979
Si 7.2326 -1.8414 0.3217
Cl 7.2952 -2.2258 -1.7204
C 6.4408 -3.3495 1.0960
C 6.2535 -0.2604 0.4854
C 9.0039 -1.6507 0.9122
H 5.4469 -3.5278 0.6657
H 6.3343 -3.2239 2.1810
H 7.0570 -4.2405 0.9113
H 9.5754 -2.5733 0.7421
H 9.0302 -1.4260 1.9869
H 9.5120 -0.8366 0.3789
H 5.2375 -0.3844 0.0811
H 6.7486 0.5487 -0.0709
H 6.1705 0.0452 1.5370
N -1.6441 0.6369 0.5312
S -2.6013 0.2180 1.7448
C -2.1390 1.2706 3.1075
C -1.4357 2.4477 2.8971
C -1.1710 3.2994 3.9714
C -1.5266 2.9319 5.2704
C -2.1724 1.7142 5.4854
C -2.4978 0.8861 4.4105
C -4.2595 0.7886 1.2826
C -4.7163 2.0781 1.5565
C -5.9584 2.4975 1.0588
C -6.7506 1.6184 0.3161
C -6.3104 0.3124 0.0853
C -5.0767 -0.1122 0.5892
H -2.1792 1.0380 -0.2393
H -1.0939 2.6872 1.8890
H -0.6947 4.2607 3.7770
H -1.3154 3.5983 6.1083
H -2.4440 1.4077 6.4960
H -3.0258 -0.0561 4.5436
H -4.1002 2.7360 2.1672
H -6.3073 3.5110 1.2593
H -7.7142 1.9442 -0.0809
H -6.9278 -0.3851 -0.4799
H -4.7325 -1.1405 0.4598
```

Values from the calculation:
Frontier orbital gap (alpha / beta) (eV): 2.99 / 7.26
Charge: -1
Multiplicity: 5
⟨S²⟩: 6.044

=====

Record 4
Entry from the OMol25 dataset: a molecular structure, C33H41N4OS4SbTeZr (ωB97M-V with the def2-TZVPD basis set).

XYZ file:
```
86
C33H41N4OS4SbTeZr | the OMol25 dataset | ωB97M-V with the def2-TZVPD basis set
Zr 0.0018 0.9787 -1.0761
C 3.5626 2.3358 -0.0530
C 2.0842 2.5537 0.1975
C 1.3956 3.5335 -0.5415
C 2.0514 4.2605 -1.6866
C 0.1210 3.9655 -0.1252
C -0.5171 5.1719 -0.7495
C -0.4924 3.3683 0.9756
C -1.7622 3.9621 1.5058
C 0.1332 2.2857 1.6290
C -0.5284 1.6661 2.8311
C 1.4361 1.9108 1.2741
C 2.1451 0.9162 2.1563
H 3.7535 1.5149 -0.7469
H 4.0819 2.1077 0.8733
H 4.0237 3.2353 -0.4486
H 1.3938 4.2590 -2.5539
H 2.9903 3.8099 -1.9901
H 2.2393 5.3025 -1.4159
H -0.2729 6.0559 -0.1465
H -1.5992 5.0763 -0.7935
H -0.1692 5.3462 -1.7627
H -2.6087 3.7280 0.8514
H -1.6752 5.0486 1.5386
H -1.9927 3.6123 2.5074
H -1.6037 1.5922 2.6851
H -0.3384 2.2798 3.7186
H -0.1601 0.6670 3.0244
H 2.1685 1.2797 3.1859
H 3.1652 0.7267 1.8421
H 1.6247 -0.0440 2.1493
S -3.8430 1.0840 -4.0057
Sb -2.8583 2.2378 -2.3173
S -0.5719 2.5832 -2.9546
S -2.3211 0.9765 -0.2478
S -3.8539 4.1622 -1.6803
N 1.5446 0.2985 -5.1644
C 2.7035 1.0066 -4.9375
C 2.7497 1.2080 -3.5955
N 1.6466 0.6468 -3.0005
C 0.9344 0.1220 -3.9776
C -0.3298 -0.5352 -3.7279
N -0.8197 -0.6210 -2.5019
C -1.9763 -1.3530 -2.5978
C -2.1752 -1.7061 -3.8897
N -1.1192 -1.1851 -4.5940
H 1.1760 0.0652 -6.0697
H 3.3719 1.2911 -5.7311
H 3.5039 1.7236 -3.0256
H -2.5943 -1.5498 -1.7425
H -2.9886 -2.2240 -4.3642
H -1.0553 -1.1620 -5.5964
C 1.3273 -2.6461 -1.3793
C 1.8308 -1.6300 -0.3697
C 3.2850 -1.2751 -0.6443
O 1.0264 -0.4564 -0.2990
H 1.8357 -3.5957 -1.2040
H 1.5367 -2.3164 -2.4006
H 0.2540 -2.8066 -1.2726
H 1.7962 -2.0978 0.6171
H 3.3701 -0.7319 -1.5868
H 3.8753 -2.1903 -0.7123
H 3.6938 -0.6630 0.1590
Te -1.2702 -1.6098 1.1990
C -0.1032 -3.1167 2.1728
C 0.0438 -4.3760 1.5944
C 0.8566 -5.3339 2.1887
C 1.5244 -5.0429 3.3721
C 1.3645 -3.7982 3.9668
C 0.5582 -2.8381 3.3656
C -3.0106 -2.2714 2.2253
C -3.3483 -1.7443 3.4672
C -4.4693 -2.2086 4.1430
C -5.2607 -3.2013 3.5799
C -4.9306 -3.7276 2.3378
C -3.8102 -3.2619 1.6618
H -0.4833 -4.6095 0.6761
H 0.9661 -6.3088 1.7294
H 2.1637 -5.7862 3.8328
H 1.8647 -3.5760 4.9015
H 0.4406 -1.8672 3.8348
H -2.7359 -0.9662 3.9092
H -4.7283 -1.7924 5.1087
H -6.1343 -3.5615 4.1082
H -5.5477 -4.4978 1.8924
H -3.5566 -3.6707 0.6912
```

Values from the calculation:
Frontier orbital gap (eV): 6.78
Charge: 0
Multiplicity: 1

=====

Record 5
Entry from the OMol25 dataset: 9 unconnected molecules or ions with the total composition H19O9 (ωB97M-V with the def2-TZVPD basis set).

XYZ file:
```
28
H19O9 | the OMol25 dataset | ωB97M-V with the def2-TZVPD basis set
O 42.0140 8.9780 44.1040
H 41.1010 8.5520 43.9260
H 41.8110 9.8100 44.7340
H 42.2540 9.0910 43.1320
O 42.3490 9.1950 41.4810
H 41.6150 9.4160 40.8860
H 42.4990 8.4090 40.9310
O 42.5660 6.4680 45.5690
H 41.8800 5.9600 45.1310
H 43.4280 6.4300 45.2660
O 44.5810 10.0240 46.1260
H 43.8520 9.5620 46.4360
H 44.5780 10.7590 46.6450
O 44.8010 10.8540 41.0690
H 45.4010 10.3070 41.7170
H 43.9340 10.5440 41.3430
O 39.7030 8.1350 42.5990
H 39.4280 8.5490 41.7330
H 39.0180 7.6340 43.0640
O 40.8360 11.3760 44.4110
H 40.2570 11.6150 43.6800
H 40.2330 11.6120 45.1980
O 39.8290 8.2050 46.0370
H 40.5540 7.7560 46.2240
H 39.0880 7.5820 45.6390
O 45.0030 9.0940 43.6020
H 45.0670 9.6000 44.3110
H 46.0320 9.1270 43.4370
```

Values from the calculation:
Frontier orbital gap (eV): 9.71
Charge: +1
Multiplicity: 1

=====

Which of these has the highest multiplicity?
C32H47Cl3CrN3O3SSi

=====

Among the records above, which one has the highest charge?
H19O9

=====

Which value of charge does entry 5 give?
+1